The following is a quantum chemistry calculation of a molecular structure, C37H33BCl3N13O4PtS2 in a non-equilibrium geometry, from the Open Molecules 2025 dataset.

Geometry as ORCA input:
```
! wB97M-V def2-TZVPD RIJCOSX def2/J DEFGRID3
* xyz 2 1
Pt 0.40008 -0.35382 1.75668
N 0.17985 1.21032 4.95179
C 1.06968 0.24054 4.88873
N 1.61938 -0.09337 6.05248
C 2.63876 -0.93104 6.03191
N 3.19332 -1.29827 7.18198
N 3.18525 -1.43277 4.89726
C 2.57341 -1.11508 3.79968
N 1.46403 -0.30760 3.67275
C 3.18016 -1.66707 2.57431
C 4.52766 -1.98704 2.53362
C 5.05197 -2.46303 1.34801
C 4.19267 -2.67316 0.27995
C 2.86206 -2.34134 0.42371
N 2.36217 -1.79923 1.54085
H -0.07575 1.52196 5.87526
H -0.42996 1.47181 4.20288
H 2.82913 -0.93243 8.04472
H 3.96617 -1.93994 7.18621
H 5.12732 -1.84603 3.41999
H 6.10804 -2.68106 1.26013
H 4.54987 -3.07696 -0.65774
H 2.16234 -2.52489 -0.37736
B -1.07329 2.26533 -0.16480
N -0.07192 2.51572 1.00466
C 0.34012 3.73526 1.33062
C 1.32939 3.65000 2.30040
C 1.47489 2.30276 2.53982
N 0.59469 1.62589 1.76334
N -1.53206 0.78467 -0.20815
C -2.61414 0.38292 -0.86741
C -2.73661 -0.99780 -0.76761
C -1.66237 -1.38385 0.00821
N -0.94861 -0.28740 0.32981
H -0.51229 2.54208 -1.20018
H -2.03525 2.97585 -0.04616
H -0.08218 4.59382 0.82999
H 1.87174 4.45749 2.76352
H 2.14228 1.79455 3.20442
H -3.24865 1.11237 -1.34675
H -3.50575 -1.62649 -1.18369
H -1.36712 -2.36074 0.35811
O -2.39370 1.82525 4.16910
S -2.73808 0.84467 3.18195
O -3.32623 1.29217 1.96645
N -1.37367 -0.14157 2.89316
C -1.65209 -1.45669 3.10414
O -0.84225 -2.30026 2.71441
C -2.94729 -1.67769 3.76471
C -3.47636 -2.85910 4.24024
C -4.72955 -2.81414 4.83777
C -5.43758 -1.61805 4.93060
C -4.90959 -0.42606 4.44103
C -3.65479 -0.49232 3.87245
H -2.91977 -3.78437 4.16145
H -5.16604 -3.72103 5.23540
H -6.41627 -1.60868 5.39119
H -5.45867 0.50494 4.50234
Cl -1.03527 6.16309 -4.17920
C -0.59657 4.50034 -4.35072
C -1.35426 3.52338 -3.74198
C -0.97317 2.20033 -3.88901
C 0.14659 1.82385 -4.62362
C 0.48784 0.35422 -4.69921
C 1.81344 -0.00515 -4.03420
N 1.85021 0.35625 -2.62206
C 2.48013 1.45105 -2.08072
C 2.28353 1.37381 -0.73937
N 1.54395 0.24400 -0.44845
C 1.29241 -0.33171 -1.60619
O 0.61622 -0.10825 -6.04001
C -0.58528 -0.61127 -6.59726
C -0.86395 -2.00050 -6.10263
C -0.04874 -3.10833 -6.39907
Cl 1.33433 -3.08101 -7.34250
S -0.60803 -4.57129 -5.70565
C -1.92507 -3.74440 -5.00010
C -1.93286 -2.38676 -5.29306
C 0.87835 2.83948 -5.24326
Cl 2.27962 2.50881 -6.22649
C 0.51723 4.16706 -5.10829
H -2.23113 3.79510 -3.16805
H -1.56800 1.42441 -3.41492
H -0.31558 -0.18697 -4.18362
H 2.61857 0.51599 -4.54369
H 1.98441 -1.07695 -4.13830
H 3.00460 2.17107 -2.68952
H 2.63919 2.04167 0.02975
H 0.72346 -1.23782 -1.75481
H -0.43251 -0.61658 -7.67580
H -1.43077 0.04352 -6.37361
H -2.64644 -4.29128 -4.40569
H -2.70531 -1.70632 -4.95540
H 1.10030 4.93715 -5.59565
*
```

As for the HOMO-LUMO gap: 3.6 eV. The calculation puts the energy at -4763.18172 hartree.

The following is a quantum chemistry calculation of a molecular structure, C37H33Br2N6O3SSr in a non-equilibrium geometry, from the Open Molecules 2025 dataset.

Geometry as ORCA input:
```
! wB97M-V def2-TZVPD RIJCOSX def2/J DEFGRID3
* xyz 1 1
Sr 0.15794 -0.74389 0.67146
C 1.85390 2.17468 -0.57569
C 2.61387 1.03758 -1.21213
C 3.69131 1.34335 -2.06853
C 4.38013 0.32511 -2.64693
C 4.02250 -1.01389 -2.38498
C 4.75222 -2.07602 -2.96123
C 4.39081 -3.35895 -2.67694
C 3.29992 -3.61295 -1.82736
C 2.54155 -2.61408 -1.24143
S 1.16904 -3.08973 -0.24445
C 2.92069 -1.25654 -1.52066
N 2.23209 -0.19656 -0.94888
H 2.47587 3.06627 -0.50240
H 1.51363 1.91777 0.43001
H 0.97773 2.43459 -1.17374
H 3.95475 2.37762 -2.24777
H 5.21658 0.52474 -3.30825
H 5.58624 -1.85025 -3.61659
H 4.93835 -4.19036 -3.10712
H 3.01357 -4.63629 -1.61817
C 0.26759 1.66337 3.39517
O -0.27433 1.41841 2.09040
C -0.88803 2.47787 1.47366
C -1.02871 3.72486 2.04158
C -1.64400 4.73443 1.30988
Br -1.84118 6.43690 2.09598
C -2.10437 4.51532 0.03651
C -1.96430 3.25070 -0.54387
C -1.35561 2.22612 0.18235
O -1.15856 0.97830 -0.32967
C -2.45277 2.96597 -1.89916
N -2.29126 1.80106 -2.48550
C -2.88399 1.89955 -3.73876
C -2.99775 0.95943 -4.76012
C -3.65635 1.34829 -5.90828
C -4.19108 2.64137 -6.04448
C -4.08131 3.58065 -5.03877
C -3.41580 3.17803 -3.88625
N -3.12303 3.83437 -2.69586
H -0.52516 1.95163 4.08653
H 1.02521 2.44769 3.35214
H 0.72139 0.73256 3.71698
H -0.66864 3.93243 3.03784
H -2.57299 5.32716 -0.50420
H -1.50612 1.01034 -1.30590
H -2.57670 -0.03351 -4.65421
H -3.76341 0.64731 -6.72512
H -4.70006 2.90748 -6.96164
H -4.49360 4.57657 -5.14668
H -3.38039 4.77739 -2.46381
C -1.64695 -1.56395 5.15695
C -0.66789 -1.86082 4.05551
O -0.80439 -1.36162 2.93256
N 0.36730 -2.65917 4.36238
C 1.40632 -3.04402 3.40347
C 2.53129 -2.04043 3.29211
C 3.69898 -2.19720 4.02458
C 4.71680 -1.26788 3.88824
C 4.53975 -0.20970 3.01352
C 3.34658 -0.13036 2.31851
N 2.35286 -1.01571 2.44868
H -2.63116 -1.40603 4.72264
H -1.34443 -0.64206 5.65898
H -1.69406 -2.36160 5.89776
H 0.43413 -3.00308 5.30498
H 0.96392 -3.17678 2.41957
H 1.80056 -4.00789 3.71546
H 3.81395 -3.05211 4.68054
H 5.63827 -1.37521 4.44636
H 5.31238 0.53178 2.85880
H 3.18489 0.67149 1.60366
Br -5.66667 -4.78839 -1.46042
C -4.24257 -3.67633 -0.94656
C -3.35635 -4.09223 0.02864
C -2.32470 -3.23667 0.36658
N -2.14244 -2.03422 -0.18797
C -3.01376 -1.65855 -1.12915
C -4.07663 -2.44088 -1.54531
H -3.45531 -5.05746 0.50568
H -1.59807 -3.54070 1.11381
H -2.86789 -0.68473 -1.58166
H -4.75210 -2.09175 -2.31387
*
```

As for the HOMO-LUMO gap: 6.5 eV. The calculation puts the energy at -7560.99138 hartree.

The following is a quantum chemistry calculation of a molecular structure, C37H33ClEuN2O4P2S in a non-equilibrium geometry, from the Open Molecules 2025 dataset.

Geometry as ORCA input:
```
! wB97M-V def2-TZVPD RIJCOSX def2/J DEFGRID3
* xyz 0 8
Eu 0.98267 -2.14906 0.41266
C -1.41694 1.51006 0.44249
N -0.22978 2.35309 0.36838
C 0.78619 2.07220 -0.62971
P 1.81466 0.57302 -0.16857
C 2.23813 0.95589 1.57138
C 2.27605 2.24341 2.10506
C 2.59527 2.44180 3.43937
C 2.87629 1.35782 4.26009
C 2.84688 0.07310 3.74082
C 2.52328 -0.12760 2.40565
C 3.33856 0.91137 -1.10735
C 3.38179 0.40647 -2.40695
C 4.49867 0.61097 -3.20056
C 5.58911 1.30203 -2.69149
C 5.55779 1.79127 -1.39414
C 4.43488 1.60077 -0.60103
C -0.54211 3.72464 0.58429
C -1.00921 4.11222 1.83979
C -1.33344 5.43477 2.08981
C -1.18206 6.39445 1.09675
C -0.70852 6.01581 -0.14868
C -0.39616 4.68759 -0.41036
P -1.20513 -0.30244 0.12412
C -1.22012 -0.40540 -1.71543
C -1.94601 0.45414 -2.54019
C -1.91486 0.31070 -3.91967
C -1.15156 -0.69193 -4.49943
C -0.40919 -1.54409 -3.69616
C -0.43666 -1.39655 -2.31761
C -2.89061 -0.80745 0.63800
C -2.97787 -1.43555 1.88078
C -4.20217 -1.85650 2.37628
C -5.35262 -1.66404 1.62481
C -5.27589 -1.04212 0.38709
C -4.05173 -0.61053 -0.10441
H -2.22555 1.87729 -0.20819
H -1.81313 1.54878 1.45962
H 1.46501 2.92320 -0.67650
H 0.39563 1.91311 -1.64413
H 2.05299 3.10096 1.48427
H 2.62681 3.44804 3.83812
H 3.12638 1.51539 5.30135
H 3.08216 -0.77523 4.37029
H 2.59333 -1.13494 2.00339
H 2.54197 -0.16811 -2.78323
H 4.53064 0.21233 -4.20624
H 6.47155 1.44637 -3.30142
H 6.41425 2.31761 -0.99250
H 4.42094 1.97790 0.41354
H -1.09592 3.37147 2.62520
H -1.68951 5.72047 3.07133
H -1.42608 7.42925 1.29719
H -0.58725 6.75581 -0.92944
H -0.04129 4.40737 -1.39373
H -2.53462 1.25589 -2.11323
H -2.48699 0.98665 -4.54232
H -1.12739 -0.80475 -5.57541
H 0.20406 -2.32077 -4.13442
H 0.16748 -2.08353 -1.73466
H -2.07159 -1.60711 2.45064
H -4.25542 -2.34464 3.34077
H -6.30869 -2.00250 2.00265
H -6.17263 -0.89320 -0.20101
H -4.00546 -0.14271 -1.07907
O 3.79448 -4.70193 -0.10084
S 2.77695 -3.72223 0.05408
O 2.05984 -3.72006 1.39929
O 3.17258 -2.27444 -0.06898
O 1.61126 -3.79706 -0.90634
Cl -1.02688 -7.54454 1.61878
C -1.51650 -6.11426 0.79066
C -2.64509 -6.11037 -0.00859
C -2.97378 -4.93119 -0.65486
C -2.17673 -3.81742 -0.46576
N -1.09225 -3.81470 0.31385
C -0.76377 -4.95637 0.92179
H -3.24059 -7.00583 -0.12329
H -3.83986 -4.87406 -1.29937
H -2.42094 -2.88961 -0.96640
H 0.14203 -4.96071 1.51719
*
```

As for the HOMO-LUMO gap (spin up / spin down): 6.7 / 8.6 eV. The calculation puts the energy at -4091.65693 hartree.

The following is a quantum chemistry calculation of a molecular structure, C37H34BiN3O2S2Te, from the Open Molecules 2025 dataset.

Geometry as ORCA input:
```
! wB97M-V def2-TZVPD RIJCOSX def2/J DEFGRID3
* xyz 1 2
Bi -0.98071 -0.14448 -0.66074
S 2.40325 -2.99911 -2.44990
C 2.24249 -3.52612 -0.80368
C 2.94675 -4.51692 -0.12962
C 2.61136 -4.76050 1.18769
C 1.60428 -4.02731 1.82659
C 0.90834 -3.04014 1.16097
C 1.23528 -2.79528 -0.17081
N 0.64219 -1.84820 -0.99590
C 1.15153 -1.84706 -2.19862
C 0.62720 -0.93845 -3.21435
C 1.08977 -0.95520 -4.52739
C 0.51432 -0.12216 -5.46973
C -0.53303 0.71322 -5.10219
C -0.98620 0.73492 -3.78978
C -0.40593 -0.07567 -2.81896
H 3.73002 -5.07902 -0.61894
H 3.13964 -5.52908 1.73570
H 1.37918 -4.22910 2.86525
H 0.14867 -2.44145 1.65106
H 1.88933 -1.62651 -4.81812
H 0.86838 -0.13517 -6.49111
H -1.00137 1.34415 -5.84689
H -1.81754 1.37262 -3.51915
O -2.40465 1.80342 -1.15061
S -2.34098 3.32429 -1.06374
C -3.34274 3.92451 -2.46588
C -2.39967 4.40490 -3.56582
C -1.15637 4.93119 -2.85154
C -0.78400 3.87089 -1.82591
H -3.96325 4.73177 -2.07684
H -3.98750 3.09077 -2.74035
H -2.87679 5.16898 -4.17802
H -2.13049 3.57652 -4.22393
H -1.37896 5.87923 -2.35609
H -0.32660 5.11041 -3.53491
H -0.10848 4.19336 -1.04016
H -0.37517 2.97453 -2.29556
O -1.12763 -0.25005 2.34880
N -2.01107 -0.70359 3.18671
C -3.23616 -0.13760 3.23977
C -4.18007 -0.57962 4.14056
C -3.87650 -1.61586 5.00802
C -2.61271 -2.18147 4.94010
C -1.69416 -1.71234 4.02693
H -3.38751 0.66351 2.53442
H -5.14847 -0.10047 4.15197
H -4.60627 -1.97444 5.71923
H -2.32247 -2.98926 5.59644
H -0.68142 -2.07505 3.92232
N -0.08061 2.85611 1.03565
C -0.56676 2.78581 2.07490
C -1.18640 2.72110 3.37283
C -2.41567 3.34311 3.57306
C -3.03773 3.24150 4.80788
C -2.43142 2.52988 5.83366
C -1.19450 1.92592 5.63446
C -0.56586 2.01954 4.40553
H -2.87846 3.89292 2.76385
H -3.99255 3.72239 4.96984
H -2.91834 2.45503 6.79695
H -0.71574 1.38686 6.44113
H 0.39232 1.55006 4.23322
C 3.87899 -1.75502 3.18888
Te 2.13047 -0.75189 3.90675
C 2.02231 0.13186 1.96563
C 3.17826 -0.42002 1.17428
C 3.36978 -0.01988 -0.14924
C 4.40772 -0.54122 -0.89979
C 5.26812 -1.47566 -0.33365
C 5.08745 -1.87013 0.97966
C 4.04806 -1.34274 1.74628
H 3.74645 -2.83237 3.28362
H 4.73732 -1.45442 3.78622
H 2.07684 1.21794 2.04256
H 1.06194 -0.12891 1.52466
H 2.69692 0.71306 -0.58242
H 4.55222 -0.21835 -1.92286
H 6.08434 -1.88570 -0.91388
H 5.76298 -2.59086 1.42498
*
```

As for the HOMO-LUMO gap (spin up / spin down): 7.3 / 6.0 eV. The calculation puts the energy at -3023.83327 hartree.

The following is a quantum chemistry calculation of a molecular structure, C37H34BrCl2GeN3O5S2SbSe4V in a non-equilibrium geometry, from the Open Molecules 2025 dataset.

Geometry as ORCA input:
```
! wB97M-V def2-TZVPD RIJCOSX def2/J DEFGRID3
* xyz 0 3
V -0.70409 -1.01994 1.20126
O 1.14910 0.74002 5.19379
C -0.12888 1.15220 5.18550
C -0.46933 2.17932 6.06798
C -1.75134 2.68290 6.08276
C -2.72865 2.18994 5.21697
C -2.40842 1.16508 4.35765
C -1.11501 0.62012 4.33347
C -0.86857 -0.52523 3.45707
O -1.86331 -1.06800 2.84077
N 0.39416 -0.93546 3.28450
N 0.54279 -2.02448 2.42537
C 1.60579 -2.73843 2.48776
S 1.98527 -3.79895 1.17747
C 3.11167 -4.79774 2.19176
C 3.88488 -3.84323 3.08113
S 2.68611 -2.70521 3.84686
H 1.25728 0.03948 4.51660
H 0.29928 2.56434 6.72471
H -1.99958 3.47656 6.77681
H -3.72873 2.60105 5.22858
H -3.14361 0.75435 3.68032
H 3.76613 -5.34693 1.51708
H 2.51897 -5.49764 2.77968
H 4.60132 -3.25763 2.50803
H 4.39840 -4.36669 3.88581
O -5.57926 1.32596 0.97393
C -5.19903 0.12599 0.47787
C -4.82470 -0.06106 -0.85127
C -4.42169 -1.32286 -1.23549
N -4.37146 -2.37336 -0.41126
C -4.75394 -2.16523 0.82522
Br -4.69333 -3.64880 2.01660
C -5.17617 -0.95366 1.34689
H -5.57653 1.98419 0.26772
H -4.82089 0.75710 -1.56004
H -4.08604 -1.49913 -2.25193
H -5.45980 -0.84425 2.38258
O 0.78038 0.12547 0.35863
C 0.02038 1.11835 0.63722
O -1.22919 0.91356 0.59059
C 0.63816 2.40530 1.04351
C 1.63407 2.95664 -0.00993
Ge 1.69919 2.12930 -1.81952
C 2.40479 3.50329 -3.03467
C 2.68928 4.80967 -2.64788
C 3.10946 5.75930 -3.57244
C 3.25295 5.41203 -4.90649
C 2.97597 4.11184 -5.31086
C 2.55629 3.17256 -4.38236
C -0.14455 1.84758 -2.41758
C -0.54714 0.77913 -3.21622
C -1.84118 0.71173 -3.71685
C -2.75213 1.71866 -3.43458
C -2.36813 2.78949 -2.63778
C -1.07733 2.84709 -2.13677
C 2.80221 0.53936 -2.11707
C 2.26608 -0.75164 -2.07423
C 3.00515 -1.84584 -2.49910
C 4.30325 -1.67540 -2.95866
C 4.85928 -0.40509 -2.98799
C 4.10738 0.69031 -2.58334
H 1.16737 2.18067 1.97311
H -0.15492 3.11697 1.26333
H 2.64765 2.93080 0.39010
H 1.40495 4.00739 -0.18617
H 2.59612 5.10989 -1.61019
H 3.32226 6.77068 -3.24837
H 3.58065 6.14855 -5.62951
H 3.08649 3.83178 -6.35133
H 2.34198 2.16195 -4.71692
H 0.14560 -0.01752 -3.46063
H -2.12988 -0.12990 -4.33288
H -3.75696 1.67264 -3.83878
H -3.07073 3.58449 -2.41735
H -0.79685 3.69669 -1.52022
H 1.26243 -0.91322 -1.70561
H 2.55297 -2.83011 -2.48829
H 4.87543 -2.52742 -3.30522
H 5.87229 -0.26223 -3.34331
H 4.55093 1.67891 -2.63947
Se 0.30117 -6.20641 -1.27291
Sb -1.08906 -4.48407 -2.18117
Se -3.12052 -5.77928 -1.81851
Se -0.67214 -3.14336 -4.05731
Se -1.26801 -2.47450 -0.27671
Cl -1.28521 -4.72406 2.52931
C -1.81695 -6.31587 1.97243
Cl -2.41683 -7.32523 3.30211
H -0.97779 -6.81819 1.50716
H -2.62584 -6.16748 1.26715
*
```

As for the HOMO-LUMO gap (spin up / spin down): 6.5 / 6.0 eV. The calculation puts the energy at -19128.55186 hartree.

So what do the calculations give for relative energy (zero: lowest compared OMol25 entry of this formula, charge and spin)? Going down the list: 102.56; 8.02; 29.79; 5.53; 0.00 kcal/mol.